#w
Entry from the Open Molecules 2025 dataset: a structure of composition CH2F2N2O (ωB97M-V with the def2-TZVPD basis set).

The geometry in XYZ format:
```
8
CH2F2N2O | the Open Molecules 2025 dataset | ωB97M-V with the def2-TZVPD basis set
C -0.96 0.01 0.04
N 0.20 0.54 -0.51
N 1.28 0.09 -0.16
O -0.85 0.80 0.96
F -2.11 0.05 -0.69
F -0.82 -1.34 0.26
H 1.26 -0.97 0.21
H 1.98 0.82 -0.12
```

Löwdin atomic charge list, values in e, 6 entries: number 1, C, carries -0.898; number 2, N, carries 0.117; number 3, N, carries 0.109; number 4, O, carries 0.137; number 5, F, carries 0.109; number 6, F, carries 0.066

---

#x
Entry from the Open Molecules 2025 dataset: a cluster of 2 separate species, CH2F2N2O in total (ωB97M-V with the def2-TZVPD basis set).

The geometry in XYZ format:
```
8
CH2F2N2O | the Open Molecules 2025 dataset | ωB97M-V with the def2-TZVPD basis set
C 2.65 -0.25 0.56
N 1.04 1.07 0.02
N 0.05 0.25 0.00
O 0.79 2.26 -0.05
F 3.62 0.28 -0.15
F 2.24 -1.30 -0.17
H 0.26 -0.74 0.02
H -0.92 0.58 -0.05
```

Löwdin atomic charge list, values in e, 6 entries: number 1, C, carries -0.134; number 2, N, carries -0.223; number 3, N, carries 0.113; number 4, O, carries 0.000; number 5, F, carries 0.034; number 6, F, carries -0.024

---

#w (39.7 kcal/mol below the next structure)

---

#w
Entry from the Open Molecules 2025 dataset: the molecule C2H6Si2 (ωB97M-V with the def2-TZVPD basis set).

The geometry in XYZ format:
```
10
C2H6Si2 | the Open Molecules 2025 dataset | ωB97M-V with the def2-TZVPD basis set
C -0.15 0.72 -1.10
C 0.87 -0.30 1.14
Si -0.29 1.39 0.63
Si 0.05 -1.03 -0.46
H -1.10 0.67 -1.65
H 0.58 1.08 -1.79
H 2.00 -0.32 1.37
H 0.30 -0.54 2.05
H -1.61 0.56 0.74
H -0.66 -2.22 -0.94
```

Computed properties:
SMILES: C1[Si@H]2C[Si@@H]12

Löwdin atomic charge list, values in e, 6 entries: number 1, C, carries -0.640; number 2, C, carries -0.485; number 3, Si, carries 0.567; number 4, Si, carries 0.762; number 5, H, carries 0.005; number 6, H, carries -0.010

---

#x
Entry from the Open Molecules 2025 dataset: the molecule C2H6Si2 (ωB97M-V with the def2-TZVPD basis set).

The geometry in XYZ format:
```
10
C2H6Si2 | the Open Molecules 2025 dataset | ωB97M-V with the def2-TZVPD basis set
C -0.05 1.39 0.06
C -0.05 -1.35 0.18
Si -1.36 0.01 -0.24
Si 1.27 0.03 -0.26
H -0.06 2.05 1.00
H 0.10 -2.04 1.09
H -2.54 -0.07 0.69
H -1.42 -0.26 -1.77
H 1.89 0.38 -1.58
H 2.22 -0.15 0.83
```

Löwdin atomic charge list, values in e, 6 entries: number 1, C, carries -0.333; number 2, C, carries -0.318; number 3, Si, carries 0.418; number 4, Si, carries 0.428; number 5, H, carries 0.014; number 6, H, carries 0.006

---

#w (29.2 kcal/mol below the next structure)

---

#w
Entry from the Open Molecules 2025 dataset: the molecule C2H5NOS2 (ωB97M-V with the def2-TZVPD basis set).

The geometry in XYZ format:
```
11
C2H5NOS2 | the Open Molecules 2025 dataset | ωB97M-V with the def2-TZVPD basis set
C -0.68 -0.28 0.92
C 0.53 0.09 0.24
H -1.21 0.27 -1.21
H -0.54 -1.03 1.84
H -1.11 0.68 1.37
H 1.12 1.51 -1.34
H -0.09 2.86 0.56
N 0.68 1.30 -0.29
O -0.39 2.11 0.01
S -1.76 -0.89 -0.32
S 1.82 -0.93 -0.07
```

Computed properties:
SMILES: ONC(=S)CS

Löwdin atomic charge list, values in e, 6 entries: number 1, C, carries -0.676; number 2, C, carries -1.011; number 3, H, carries 0.018; number 4, H, carries 0.133; number 5, H, carries 0.091; number 6, H, carries 0.237

---

#x
Entry from the Open Molecules 2025 dataset: the molecule C2H5NOS2 (ωB97M-V with the def2-TZVPD basis set).

The geometry in XYZ format:
```
11
C2H5NOS2 | the Open Molecules 2025 dataset | ωB97M-V with the def2-TZVPD basis set
C 0.61 -0.45 0.67
C -0.70 -0.38 -0.07
H 1.52 -2.35 -0.72
H 0.94 0.55 1.04
H 0.58 -1.22 1.52
H -1.78 1.09 -1.03
H -0.36 2.65 0.22
N -0.93 0.86 -0.49
O -0.01 1.88 -0.35
S 1.96 -1.03 -0.50
S -1.82 -1.60 -0.28
```

Computed properties:
SMILES: ONC(=S)CS

Löwdin atomic charge list, values in e, 6 entries: number 1, C, carries -0.534; number 2, C, carries -0.937; number 3, H, carries -0.105; number 4, H, carries 0.074; number 5, H, carries 0.094; number 6, H, carries 0.158

---

#y
Entry from the Open Molecules 2025 dataset: a cluster of 2 separate species, C2H5NOS2 in total (ωB97M-V with the def2-TZVPD basis set).

The geometry in XYZ format:
```
11
C2H5NOS2 | the Open Molecules 2025 dataset | ωB97M-V with the def2-TZVPD basis set
C 0.86 0.81 0.12
C 1.98 -0.07 0.39
N -1.82 -0.34 -0.65
O 0.32 1.80 0.46
S -2.09 -1.66 0.31
S -2.22 1.16 -0.11
H 1.58 -0.86 1.04
H 2.33 -0.54 -0.52
H 2.82 0.42 0.91
H -1.98 -2.51 -0.72
H -1.79 1.77 -1.22
```

Löwdin atomic charge list, values in e, 6 entries: number 1, C, carries -0.265; number 2, C, carries -0.067; number 3, N, carries -0.941; number 4, O, carries -0.016; number 5, S, carries 0.599; number 6, S, carries 0.677

---

#x (32.7 kcal/mol below the next structure)

---

#w
Entry from the Open Molecules 2025 dataset: the molecule C9H18Si3 (ωB97M-V with the def2-TZVPD basis set).

The geometry in XYZ format:
```
30
C9H18Si3 | the Open Molecules 2025 dataset | ωB97M-V with the def2-TZVPD basis set
C 2.57 2.53 -0.72
C 0.99 -2.83 -2.56
C 0.14 -0.84 3.81
C 1.25 2.47 -0.51
C 0.79 -1.86 -1.64
C -0.33 -0.96 2.58
C -0.25 0.92 -1.44
C -0.56 1.69 0.99
C 0.38 1.35 -0.13
Si -2.31 -1.28 0.08
Si -0.93 -0.87 -1.64
Si -1.55 0.17 1.73
H 3.12 3.19 -1.27
H 3.11 1.57 -0.62
H 1.76 -3.46 -2.74
H 0.11 -2.91 -3.26
H 1.03 -1.40 4.12
H -0.52 -0.25 4.48
H 0.66 3.30 -0.91
H 1.28 -1.91 -0.67
H 0.07 -1.63 1.87
H -1.11 1.54 -1.75
H 0.51 1.13 -2.22
H -0.01 2.01 1.82
H -1.14 2.50 0.73
H 1.10 0.70 0.33
H -3.80 -1.35 -0.12
H -2.14 -2.65 0.18
H -1.43 -1.18 -3.02
H -2.78 0.31 2.48
```

Computed properties:
SMILES: C=C[C@@H]1C[Si@@H](C=C)[SiH2][Si@@H](C=C)C1

Löwdin atomic charge list, values in e, 6 entries: number 1, C, carries 0.028; number 2, C, carries -0.079; number 3, C, carries -0.056; number 4, C, carries -0.193; number 5, C, carries -0.267; number 6, C, carries -0.341

---

#x
Entry from the Open Molecules 2025 dataset: the molecule C9H18Si3 (ωB97M-V with the def2-TZVPD basis set).

The geometry in XYZ format:
```
30
C9H18Si3 | the Open Molecules 2025 dataset | ωB97M-V with the def2-TZVPD basis set
C -2.78 -1.76 -2.27
C -2.47 -0.41 -2.50
C -2.70 -2.21 -0.96
C -1.89 0.37 -1.46
C -2.29 -1.44 0.09
C -1.84 -0.08 -0.15
C 1.13 1.29 2.86
C 1.08 3.08 0.28
C -1.33 0.93 0.79
Si 1.57 -2.37 -1.15
Si 1.95 -0.16 -0.56
Si 0.81 1.34 0.94
H -3.37 -2.22 -2.99
H -2.70 0.07 -3.53
H -2.73 -3.19 -0.76
H -1.41 1.28 -1.71
H -2.26 -1.83 1.05
H 0.20 1.45 3.33
H 1.62 0.45 3.28
H 1.91 2.12 3.17
H 2.12 3.35 0.42
H 0.82 3.23 -0.74
H 0.37 3.84 0.87
H -1.62 1.93 0.48
H -1.77 0.83 1.71
H 0.33 -2.88 -1.35
H 1.86 -2.97 0.14
H 2.59 -2.87 -2.01
H 3.26 -0.30 0.08
H 2.44 0.46 -1.80
```

Computed properties:
SMILES: C[Si](C)(Cc1ccccc1)[SiH2][SiH3]

Löwdin atomic charge list, values in e, 6 entries: number 1, C, carries -0.090; number 2, C, carries -0.070; number 3, C, carries -0.120; number 4, C, carries -0.083; number 5, C, carries -0.021; number 6, C, carries -0.297

---

#x (42.2 kcal/mol below the next structure)